[1]
Formula: C4H6OS
Source: OMol25
Level of theory: ωB97M-V with the def2-TZVPD basis set

Structure (XYZ):
```
12
C4H6OS ωB97M-V with the def2-TZVPD basis set
C 0.223 -0.102 0.502
C 0.354 1.382 -0.413
H 0.490 -2.102 -0.147
H 1.112 2.010 0.100
S -0.587 1.995 -1.491
O -1.678 -0.135 1.966
C 0.626 -1.073 -0.549
C -1.211 -0.177 0.853
H 0.011 -0.714 -1.347
H -1.820 -0.314 -0.095
H 1.692 -0.711 -0.724
H 0.788 -0.060 1.345
```

For the highest occupied orbital energy, the calculation gives -8.94 eV. The calculated total energy is -629.3511 hartree. Its SMILES is C[C@H](C=O)C=S. Its energy above the lowest of the compared OMol25 structures with the same formula, charge and spin is 252.34 kJ/mol. Its charge is 0.

***

[2]
Formula: C4H6OS
Source: OMol25
Level of theory: ωB97M-V with the def2-TZVPD basis set

Structure (XYZ):
```
12
C4H6OS ωB97M-V with the def2-TZVPD basis set
S -0.341 0.223 -2.757
H -1.418 -0.189 1.718
C -1.323 -0.187 0.581
H -1.284 -1.273 0.109
C 1.287 -0.138 0.386
C 0.413 0.258 -1.307
C -0.017 0.492 0.105
H 2.113 0.192 1.129
H -0.009 1.537 0.248
H 1.114 -1.244 0.615
O 1.665 -0.094 -1.025
H -2.200 0.422 0.199
```

For the highest occupied orbital energy, the calculation gives -8.81 eV. The calculated total energy is -629.3807 hartree. Its energy above the lowest of the compared OMol25 structures with the same formula, charge and spin is 174.46 kJ/mol. Its charge is 0.

***

[3]
Formula: C4H6OS3
Source: OMol25
Level of theory: ωB97M-V with the def2-TZVPD basis set

Structure (XYZ):
```
14
C4H6OS3 ωB97M-V with the def2-TZVPD basis set
C -3.446 0.003 0.080
C 0.707 -0.134 -0.064
H -4.153 -0.757 0.221
H 3.550 -0.720 1.095
C -0.682 0.546 -0.132
H -3.356 0.616 0.963
S -1.772 -0.802 -0.083
O 0.734 -1.335 -0.062
C 3.431 -0.295 -0.016
S -0.973 2.108 -0.071
H 3.107 -1.098 -0.781
S 2.119 0.948 0.014
H -3.615 0.706 -0.763
H 4.350 0.215 -0.401
```

For the highest occupied orbital energy, the calculation gives -8.85 eV. The calculated total energy is -1425.7867 hartree. Its SMILES is CSC(=O)C(=S)SC. Its energy above the lowest of the compared OMol25 structures with the same formula, charge and spin is 45.23 kJ/mol. Its charge is 0.

***

[4]
Formula: C4H6S
Source: OMol25
Level of theory: ωB97M-V with the def2-TZVPD basis set

Structure (XYZ):
```
11
C4H6S ωB97M-V with the def2-TZVPD basis set
H 1.874 0.946 -0.120
H 2.019 0.801 1.692
C -1.484 -0.344 -1.186
H -2.195 -1.361 -1.310
H 2.336 -0.642 0.812
H -2.007 0.596 -1.380
C 1.727 0.320 0.753
C 0.292 0.060 0.739
H -0.672 -0.451 -1.903
S -1.149 0.319 1.848
C -0.741 -0.244 0.055
```

For the highest occupied orbital energy, the calculation gives -7.42 eV. The calculated total energy is -554.0949 hartree. Its SMILES is CC1=C(C)S1. Its energy above the lowest of the compared OMol25 structures with the same formula, charge and spin is 202.95 kJ/mol. Its charge is 0.

***

The lowest calculated total energy belongs to which entry? C4H6OS3

***

charge of number 4 (C4H6S)? 0

***

Which formula does entry 2 have? C4H6OS